No. 1
DFT (ωB97M-V with the def2-TZVPD basis set) results for a structure of composition C23H21N3O4Ru in a non-equilibrium geometry.

ORCA input file:
```
! RIJCOSX wB97M-V def2-TZVPD def2/J DEFGRID3
* xyz 2 5
C 0.521 5.376 1.017
H 3.478 -2.685 -1.428
C 1.493 4.568 1.579
C 4.189 -1.965 0.442
C 4.983 -3.995 -0.612
H -1.155 5.428 -0.334
H -0.934 3.028 -0.955
C -1.139 -0.175 -0.681
C -3.321 0.186 -1.867
H -5.307 0.705 -2.446
N 2.559 1.150 1.013
C -5.362 -0.633 -0.773
C -4.718 0.120 -1.757
C 4.156 -2.879 -0.609
C 5.865 -3.364 1.538
H -1.697 1.204 -2.851
H 3.358 2.554 2.344
H 6.427 -5.138 0.497
C 5.083 -2.182 1.533
H -3.002 -3.230 1.086
H -1.494 -2.708 0.299
O -0.393 0.392 -1.539
H -7.335 -1.345 -1.154
C 5.818 -4.246 0.484
C -2.396 -2.371 0.806
H 0.450 6.421 1.282
O 5.223 -1.356 2.536
H -3.305 1.963 -3.042
H -2.912 0.505 -3.909
N 3.464 0.211 1.235
H -7.098 -0.681 0.452
C -2.762 1.022 -2.958
H -2.078 -1.872 1.727
H -5.045 -2.104 0.755
H 6.503 -3.534 2.392
C -6.831 -0.554 -0.595
C 2.589 2.313 1.619
N 0.705 2.708 0.263
H 4.978 -4.660 -1.462
C -4.572 -1.453 0.034
C -0.252 3.488 -0.243
O -0.657 -0.323 0.481
C -0.373 4.825 0.100
C 1.580 3.227 1.181
C -2.546 -0.517 -0.922
H 2.198 4.953 2.298
C -3.177 -1.432 -0.034
H 4.690 -0.536 2.445
O 2.332 -0.796 -0.445
Ru 1.148 0.807 -0.258
C 3.287 -0.820 0.397
H -7.218 0.395 -0.960
*
```

Output
* orbital gap (spin up / spin down): 5.8 / 2.6 eV
* max |F|: 0.0496 hartree/bohr
* E_HOMO (spin up / spin down): -12.805 / -12.784 eV
* ΔE to the lowest compared entry with this formula, charge and spin: 16.07 kcal/mol
* E: -1448.5441 Ha


No. 2
DFT (ωB97M-V with the def2-TZVPD basis set) results for a structure of composition C23H21N9RuS2 in a non-equilibrium geometry.

ORCA input file:
```
! RIJCOSX wB97M-V def2-TZVPD def2/J DEFGRID3
* xyz 1 2
C 0.541 -2.617 -2.928
S 2.664 -0.575 -1.736
N 1.452 1.770 -2.310
C -0.897 -2.632 1.176
Ru 0.606 -0.264 -0.189
C -0.803 0.882 2.392
C 2.209 0.773 -2.698
C -0.377 -3.507 3.326
S 3.417 -0.741 3.242
C 0.996 -1.854 2.271
H -2.711 1.411 0.558
N -0.036 -1.691 -2.093
C -1.491 3.133 2.666
C -1.496 1.825 3.123
C 0.700 4.012 -1.084
H -2.084 -4.116 2.147
H -0.755 -0.149 2.719
H -0.603 -4.152 4.165
C -0.405 -3.136 -3.757
N -0.169 1.172 1.255
N -1.719 0.015 -0.755
H 2.616 1.731 -4.437
H -2.023 1.540 4.022
H 1.706 4.077 -1.493
H 1.418 -2.702 4.194
C -2.200 -0.775 -1.686
C 0.497 2.654 -0.491
N -3.540 -0.648 -1.792
N 0.171 -1.823 1.198
H 1.592 -2.837 -2.881
H 0.567 4.802 -0.349
H 3.457 0.245 -4.208
C 4.102 0.450 2.221
C 3.356 0.688 1.107
H 5.039 0.908 2.500
C -1.306 -1.655 -2.414
H -2.016 3.907 3.211
H -4.967 0.579 -0.739
N -1.585 -2.512 -3.420
C -1.211 -3.483 2.210
H 3.639 1.404 0.348
H -4.149 -1.138 -2.424
H -0.790 4.455 1.134
C -0.170 2.431 0.792
H -0.346 -3.872 -4.539
H -2.473 -2.673 -3.863
C -2.805 0.685 -0.231
C -3.939 0.287 -0.864
N 2.693 0.848 -3.959
N 0.917 1.589 -1.071
C 2.181 -0.116 1.059
C 2.097 -0.936 2.154
H -1.510 -2.587 0.285
C 0.738 -2.698 3.353
H 0.012 4.175 -1.916
C -0.812 3.440 1.500
*
```

Output
* orbital gap (spin up / spin down): 7.2 / 7.1 eV
* max |F|: 0.0464 hartree/bohr
* E_HOMO (spin up / spin down): -9.945 / -9.966 eV
* ΔE to the lowest compared entry with this formula, charge and spin: 0.00 kcal/mol
* E: -2273.0046 Ha


No. 3
DFT (ωB97M-V with the def2-TZVPD basis set) results for an isolated molecule of C23H21NO in a non-equilibrium geometry.

ORCA input file:
```
! RIJCOSX wB97M-V def2-TZVPD def2/J DEFGRID3
* xyz 0 1
C 1.027 -3.928 -0.231
H 1.020 -3.167 0.558
H 4.541 -0.026 -1.005
C -0.501 -5.815 0.803
C -2.163 3.443 0.924
H 2.173 -4.106 -3.542
C 1.095 -5.730 -2.454
H 1.122 -6.615 -3.029
H -3.275 6.678 0.531
H 1.541 1.152 2.084
C -4.452 3.760 1.686
C -0.286 2.812 -0.657
H -1.403 5.528 0.102
H 1.715 2.639 -1.512
H -0.561 -5.527 1.792
H -0.447 3.779 -0.988
C 1.594 -4.414 -2.622
C -3.309 5.663 0.739
C -0.883 -6.966 0.239
H -5.232 5.725 1.786
H 0.599 -0.077 1.466
C -2.204 4.879 0.510
H -1.037 1.775 2.501
C 0.831 0.969 1.318
C 3.006 0.787 0.098
C 0.371 -5.146 -0.142
H -1.337 -7.883 0.638
C 2.312 -2.234 -1.659
C 0.452 -6.044 -1.253
C 3.501 0.094 -1.246
H 3.205 0.133 0.921
C 2.872 -1.190 -1.592
H -3.398 1.890 1.891
C -4.424 5.104 1.381
C -0.466 1.807 1.504
H -5.233 3.316 2.304
H 3.440 0.878 -2.032
H 1.763 3.378 0.144
C -3.321 2.920 1.453
H 3.459 1.745 0.419
C 1.242 2.555 -0.560
O -0.363 -7.129 -1.051
H -0.749 2.178 -1.386
C 1.587 -3.477 -1.500
N 1.484 1.177 0.012
C -0.910 2.709 0.654
*
```

Output
* orbital gap: 9.0 eV
* max |F|: 0.0670 hartree/bohr
* E_HOMO: -8.171 eV
* ΔE to the lowest compared entry with this formula, charge and spin: 89.96 kcal/mol
* E: -1018.8561 Ha
* structure (SMILES): C(#Cc1ccc2occc2c1)CCN1CC=C(c2ccccc2)CC1


No. 4
DFT (ωB97M-V with the def2-TZVPD basis set) results for a structure of composition C23H22Cl2FeN6O2S in a non-equilibrium geometry.

ORCA input file:
```
! RIJCOSX wB97M-V def2-TZVPD def2/J DEFGRID3
* xyz 1 6
C -2.524 1.050 -4.957
H 4.008 -0.838 2.442
H -1.885 -3.683 3.103
H 1.360 -2.780 1.007
H 2.774 0.438 2.359
C 2.960 -0.622 2.232
C 0.558 3.593 1.999
C 0.149 1.370 2.913
H 2.753 1.909 -2.066
H -2.529 -1.019 -5.561
H -1.848 -1.820 -3.317
C -0.982 -1.292 2.076
N -2.149 -2.120 0.144
H 2.406 2.996 -0.701
S 1.217 -0.813 -1.405
H -2.811 1.438 -5.925
Fe -0.977 -0.368 -0.455
C 2.242 -0.234 -0.111
H 2.635 -2.847 -0.230
C 4.019 1.396 0.411
C -0.248 3.357 0.924
H 1.164 1.879 -1.299
H 2.325 -1.162 2.933
H 4.593 0.518 0.690
C -3.022 -4.417 1.413
C -1.815 -2.373 1.424
C -3.394 -4.146 0.105
H 3.046 -2.982 1.488
C -2.208 -3.518 2.085
N -1.798 0.052 -2.470
C 2.387 -2.501 0.767
H 4.573 1.931 -0.360
H -0.400 4.117 0.174
C -2.298 1.909 -3.892
Cl 1.357 5.105 2.133
H 3.905 2.054 1.273
H 0.296 0.628 3.683
H -3.171 -2.757 -1.524
C -2.922 -2.994 -0.498
O -1.659 3.514 -1.656
C -0.684 1.079 1.817
Cl 1.815 2.894 4.318
C -2.371 -0.312 -4.759
N 2.590 -1.056 0.881
N 2.717 1.017 -0.154
N -1.366 -0.069 1.582
C -2.003 -0.763 -3.503
N -1.443 1.613 -0.341
C -1.940 1.375 -2.670
O -0.090 -1.578 2.861
C 2.224 2.005 -1.115
H -3.367 -5.317 1.905
C -1.665 2.312 -1.505
C -0.847 2.084 0.768
C 0.767 2.587 2.997
H -2.387 2.982 -3.985
H -4.036 -4.819 -0.445
*
```

Output
* orbital gap (spin up / spin down): 7.8 / 6.3 eV
* max |F|: 0.0200 hartree/bohr
* E_HOMO (spin up / spin down): -10.788 / -11.631 eV
* ΔE to the lowest compared entry with this formula, charge and spin: 0.00 kcal/mol
* E: -3950.8258 Ha


No. 5
DFT (ωB97M-V with the def2-TZVPD basis set) results for a structure of composition C23H22CsN5O3S in a non-equilibrium geometry.

ORCA input file:
```
! RIJCOSX wB97M-V def2-TZVPD def2/J DEFGRID3
* xyz 0 1
H -0.317 -1.318 -2.603
C 1.405 3.317 2.705
N -1.147 1.513 -3.056
C -0.253 2.853 0.891
C -1.463 1.095 -4.279
C 2.692 3.341 3.212
Cs 1.559 1.626 -2.036
N 0.770 -1.846 -0.891
C 0.029 -3.777 2.422
C 2.517 -1.114 1.419
H -1.655 -1.189 0.294
H 0.372 -1.761 0.032
C 3.748 2.923 2.417
H -4.800 1.522 -4.213
H 3.756 -0.994 -0.172
H 1.762 -3.725 1.153
H 4.766 2.925 2.783
C 3.461 2.493 1.134
H -1.235 -1.121 4.103
H 0.725 -0.028 3.042
H -2.107 -3.022 -2.143
H -2.992 0.727 -5.743
C -3.767 1.519 -3.889
C -1.478 -2.644 -1.334
H -1.277 -3.495 -0.676
S 2.861 -1.661 -2.526
H 2.873 3.685 4.223
H 4.248 2.151 0.469
C -3.434 1.959 -2.621
C -0.162 -2.186 -1.955
N 2.832 -1.328 0.070
H -0.151 -4.833 2.265
H -2.425 -0.705 -1.206
C -2.096 1.940 -2.229
N 2.223 2.467 0.648
H -3.170 -1.927 -0.187
H -1.664 -3.521 3.712
C 1.342 -1.805 2.021
N -0.483 2.412 -0.385
C 1.203 2.866 1.401
C -0.817 -3.040 3.241
O -1.063 3.247 1.715
H 0.548 3.632 3.280
C -2.767 1.075 -4.744
C 1.104 -3.161 1.802
C -2.219 -1.556 -0.568
C -0.576 -1.691 3.463
O -2.786 2.746 -0.169
H -0.639 0.761 -4.903
O 3.240 -0.400 2.072
C -1.787 2.419 -0.791
H 0.278 -2.973 -2.568
C 2.072 -1.628 -1.052
C 0.513 -1.075 2.868
H -4.171 2.313 -1.916
*
```

Output
* orbital gap: 7.9 eV
* max |F|: 0.0254 hartree/bohr
* E_HOMO: -8.016 eV
* ΔE to the lowest compared entry with this formula, charge and spin: 4.76 kcal/mol
* E: -1807.5658 Ha


No. 6
DFT (ωB97M-V with the def2-TZVPD basis set) results for a cluster of 2 separate species, C23H22F22N3O4S in total in a non-equilibrium geometry.

ORCA input file:
```
! RIJCOSX wB97M-V def2-TZVPD def2/J DEFGRID3
* xyz 1 1
F -1.619 -1.042 -0.681
C 0.003 -2.700 -1.302
C -0.071 -2.183 -2.779
C 6.838 -2.370 -5.236
H 7.887 -2.544 -5.009
F 1.181 0.908 -4.418
C 4.773 -1.397 -4.199
S -2.460 -1.239 6.177
O 6.329 -0.872 -2.016
C -2.003 0.052 -5.589
F -2.212 -3.123 -0.668
F -4.664 -0.061 5.349
F 0.394 -0.004 -1.922
F -3.992 0.223 -6.779
C -0.380 0.797 2.925
C -0.692 2.964 4.043
F -4.281 -1.698 8.432
N -0.864 1.489 3.939
C 0.612 -0.806 -2.977
H -0.561 5.322 0.901
F -5.547 -2.141 6.709
H -2.110 3.682 2.583
H -0.539 3.286 1.880
H 6.769 -1.738 -6.123
H 1.601 4.638 0.636
N 6.185 -1.724 -4.113
C -0.863 -2.430 1.068
C 1.467 5.156 1.579
C 0.022 -1.279 1.591
C -0.532 -0.564 2.764
H -1.784 -2.528 1.628
H 7.906 -1.693 -3.001
C -1.035 3.701 2.758
H 2.125 6.015 1.545
C -1.151 0.546 -4.398
H -1.380 3.267 4.818
H 0.963 -1.713 1.924
H -0.352 -3.381 1.176
F -1.846 0.369 -3.259
F -0.023 -4.041 -1.360
F 1.169 -2.368 -0.726
N -1.517 0.893 4.914
O -1.623 -1.079 7.313
C -4.043 -0.328 6.497
H -0.049 6.655 1.868
F -1.354 -2.181 -3.169
H 4.376 -1.708 -5.162
F -4.174 -0.008 -4.641
F -3.759 0.809 7.125
F -1.409 0.466 -6.719
F 1.933 -1.051 -2.999
C -3.466 0.583 -5.598
C 0.009 5.579 1.794
F -1.006 1.867 -4.565
F -2.075 -1.283 -5.617
H 0.171 1.348 2.182
H 1.824 4.512 2.377
C 6.840 -1.410 -2.980
F -5.908 -0.368 7.910
H 6.359 -3.328 -5.446
H -1.371 -2.264 3.754
O -2.768 -2.564 5.760
F 0.577 -3.068 -3.541
H 4.636 -0.322 -4.077
C -1.636 -0.397 4.789
F 0.517 -0.930 -5.318
C -1.206 -1.201 3.762
F -3.531 1.903 -5.494
H 0.330 3.141 4.351
H 0.275 -0.597 0.789
H 4.233 -1.904 -3.400
C -1.186 -2.293 -0.401
C -4.976 -1.177 7.424
O -0.573 5.010 2.955
C 0.284 -0.081 -4.311
*
```

Output
* orbital gap: 5.5 eV
* max |F|: 0.0381 hartree/bohr
* E_HOMO: -10.835 eV
* ΔE to the lowest compared entry with this formula, charge and spin: 0.00 kcal/mol
* E: -3949.7840 Ha


No. 7
DFT (ωB97M-V with the def2-TZVPD basis set) results for a structure of composition C23H22IN4O4Ru.

ORCA input file:
```
! RIJCOSX wB97M-V def2-TZVPD def2/J DEFGRID3
* xyz 0 2
O 1.442 1.360 1.955
H -2.960 -0.505 3.902
H -1.661 2.666 5.089
H 0.384 1.615 3.959
C 2.498 0.385 -2.005
H 0.203 -4.004 -0.769
C -1.645 1.776 4.454
H -4.279 0.104 2.911
C 2.682 1.259 1.594
H 5.105 -0.866 -3.825
O 3.602 1.525 2.348
C -0.500 -0.777 0.081
C -0.250 -3.023 -0.857
C 3.038 0.797 0.183
C -1.641 -1.460 -2.029
C 1.529 0.399 -3.036
C 0.034 -2.045 0.120
H -2.948 0.176 1.098
O 0.517 -0.955 2.845
C -1.088 -2.751 -1.898
N -2.436 -0.113 1.928
I -1.122 2.359 -0.075
C 3.148 -0.492 -4.586
N 2.137 0.819 -0.763
C 3.799 -0.076 -2.300
C -2.612 1.151 -2.392
C -2.486 -1.133 -3.121
C -2.972 1.630 3.708
H -2.948 2.167 -2.555
H -2.359 -1.128 1.885
C 4.749 -0.068 -1.251
H 5.756 -0.418 -1.443
N -0.510 1.831 3.523
C 4.377 0.368 -0.019
H -2.734 -1.915 -3.828
H 0.696 -2.317 0.931
C -1.315 -0.467 -1.059
H -3.781 1.836 4.412
H 0.535 0.754 -2.796
H -1.507 0.912 5.106
C 4.103 -0.513 -3.611
H -1.327 -3.503 -2.641
O -1.185 -2.135 3.326
C 1.846 -0.028 -4.293
Ru -0.383 0.503 1.710
H 3.384 -0.830 -5.587
H 5.054 0.392 0.821
H -0.392 2.770 3.157
C -1.819 0.832 -1.331
H -3.047 2.388 2.921
H -3.616 0.364 -4.134
C -3.220 0.231 3.143
H 1.095 -0.014 -5.073
N 0.004 -1.964 3.461
C -2.973 0.130 -3.296
*
```

Output
* orbital gap (spin up / spin down): 8.1 / 7.2 eV
* max |F|: 0.0150 hartree/bohr
* E_HOMO (spin up / spin down): -8.147 / -8.219 eV
* ΔE to the lowest compared entry with this formula, charge and spin: 93.94 kcal/mol
* E: -1802.1900 Ha


No. 8
DFT (ωB97M-V with the def2-TZVPD basis set) results for an isolated molecule of C23H22N2O4S.

ORCA input file:
```
! RIJCOSX wB97M-V def2-TZVPD def2/J DEFGRID3
* xyz 0 1
H 5.105 -2.480 0.765
C -7.150 0.298 -1.078
C -7.949 2.196 0.146
H 3.263 2.994 -0.491
C -5.158 -0.943 -0.428
O 3.965 1.293 0.456
C 4.082 0.181 -1.707
C -6.082 0.140 -0.185
C -1.358 -0.528 0.970
H 6.117 3.075 0.615
C -3.233 -2.383 -0.464
C 3.999 2.687 0.265
H -8.875 1.428 -1.625
H 6.626 -0.469 -0.203
C 3.020 -0.832 -1.261
C 4.899 -1.785 -0.050
H 2.814 -1.533 -2.080
H 2.094 -0.313 -1.010
H 0.663 -3.022 -0.082
H 5.652 -0.240 1.263
H -8.667 2.993 0.274
C -3.889 -1.140 -0.008
H 3.774 3.169 1.216
C 5.429 2.926 -0.227
H 4.811 -0.266 -2.383
C -0.402 0.288 1.564
H 5.517 3.756 -0.929
C 5.611 -0.449 0.194
H -7.245 -0.387 -1.909
O 3.214 -2.185 2.057
C 2.753 -1.701 1.043
C 4.850 0.708 -0.480
H 1.672 0.548 2.031
C -8.065 1.318 -0.920
C -0.979 -1.729 0.375
H -5.211 0.902 1.628
O -3.846 -3.244 -1.069
H -0.722 1.210 2.024
H -5.529 -1.721 -1.086
C -6.914 2.039 1.053
C -5.989 1.025 0.893
C 0.927 -0.082 1.572
C 1.317 -1.273 0.967
H -1.547 -3.451 -0.572
S -3.037 -0.004 1.037
C 0.367 -2.089 0.375
O 5.747 1.726 -0.899
H 3.609 1.015 -2.225
H -6.829 2.709 1.896
H 5.212 -2.233 -0.996
N 3.470 -1.565 -0.098
N -1.904 -2.573 -0.214
*
```

Output
* orbital gap: 7.8 eV
* max |F|: 0.0179 hartree/bohr
* E_HOMO: -7.811 eV
* ΔE to the lowest compared entry with this formula, charge and spin: 25.12 kcal/mol
* E: -1698.3362 Ha
* structure (SMILES): O=C1Nc2cc(C(=O)N3CCC4(CC3)OCCO4)ccc2S/C1=C\c1ccccc1